[1]
C6H7N | wB97M-V/def2-TZVPD

```
! RIJCOSX wB97M-V def2-TZVPD def2/J DEFGRID3
* xyz 0 1
C 2.155 -0.658 -0.044
C 1.930 -0.002 0.931
C -0.963 0.172 1.199
C -0.857 -1.117 0.473
C -0.948 0.183 -0.176
C -0.423 0.726 -1.373
N -0.934 0.874 2.247
H 2.742 -1.129 -0.798
H 0.154 -1.649 0.327
H -1.731 -1.846 0.539
H -0.611 1.722 -1.699
H -0.373 0.067 -2.267
H 0.776 0.763 -1.211
H -0.918 1.893 1.852
*
```

Atom charges from the Löwdin analysis, given in e for atoms 1 to 5: C -0.111; C 0.028; C -0.412; C -0.054; C -0.201


[2]
C6H7N | wB97M-V/def2-TZVPD

Calculated values
SMILES = Nc1ccccc1

```
! RIJCOSX wB97M-V def2-TZVPD def2/J DEFGRID3
* xyz 0 1
N 1.793 -1.249 0.751
C 0.685 -0.515 0.329
C 0.818 0.282 -0.835
C -0.038 1.323 -1.099
C -1.347 1.135 -0.582
C -1.532 0.353 0.557
C -0.587 -0.604 0.930
H 2.373 -1.619 0.007
H 1.555 -2.065 1.298
H 1.474 -0.053 -1.640
H 0.088 1.939 -1.982
H -2.150 1.841 -0.783
H -2.430 0.337 1.161
H -0.701 -1.105 1.887
*
```

Atom charges from the Löwdin analysis, given in e for atoms 1 to 5: N 0.080; C -0.329; C -0.071; C -0.082; C -0.107


[3]
C6H7N | wB97M-V/def2-TZVPD

```
! RIJCOSX wB97M-V def2-TZVPD def2/J DEFGRID3
* xyz 0 1
C 1.810 -0.317 0.030
C 0.411 0.990 -0.286
C -0.732 0.279 -1.075
C -1.665 0.383 0.107
C -0.857 -0.856 -0.123
N 0.192 -0.428 0.862
C -0.457 0.876 0.930
H 2.154 -0.121 -0.990
H 1.908 -1.398 0.191
H 2.437 0.216 0.742
H -0.938 0.281 -2.140
H -2.734 0.519 0.189
H -1.141 -1.890 -0.281
H -0.389 1.465 1.843
*
```

Atom charges from the Löwdin analysis, given in e for atoms 1 to 5: C -0.068; C 0.011; C -0.159; C -0.093; C -0.189


[4]
C6H7N | wB97M-V/def2-TZVPD

Calculated values
SMILES = C#C/N=C1/C[C@@H]1C

```
! RIJCOSX wB97M-V def2-TZVPD def2/J DEFGRID3
* xyz 0 1
C -0.490 -2.130 -2.628
C -0.165 -1.934 -1.473
N 0.130 -1.863 -0.137
C 0.404 -0.717 0.410
C 0.914 -0.068 1.590
C 0.480 0.701 0.342
C -0.698 1.649 0.346
H -0.755 -2.010 -3.603
H 0.277 -0.237 2.521
H 1.884 -0.178 1.801
H 1.337 1.097 -0.152
H -0.463 2.688 0.093
H -1.340 1.693 1.335
H -1.514 1.308 -0.443
*
```

Atom charges from the Löwdin analysis, given in e for atoms 1 to 5: C 0.106; C -0.210; N 0.117; C -0.260; C -0.028


[5]
C6H7N | wB97M-V/def2-TZVPD

Calculated values
SMILES = Nc1ccccc1

```
! RIJCOSX wB97M-V def2-TZVPD def2/J DEFGRID3
* xyz 0 1
N -0.162 2.305 -0.169
C -0.006 0.912 -0.020
C -0.133 0.233 1.182
C -0.104 -1.153 1.220
C 0.035 -1.891 0.060
C 0.195 -1.208 -1.151
C 0.155 0.166 -1.199
H 0.648 2.743 -0.579
H -0.524 2.825 0.613
H -0.331 0.795 2.069
H -0.196 -1.695 2.156
H -0.081 -2.956 0.000
H 0.343 -1.789 -2.050
H 0.162 0.714 -2.131
*
```

Atom charges from the Löwdin analysis, given in e for atoms 1 to 5: N 0.074; C -0.330; C -0.051; C -0.099; C -0.105


[6]
C6H7N | wB97M-V/def2-TZVPD

```
! RIJCOSX wB97M-V def2-TZVPD def2/J DEFGRID3
* xyz 0 1
C 2.297 1.550 -0.350
C 1.216 1.125 0.010
C -1.362 0.542 -0.138
C -0.883 0.351 1.262
C 0.022 0.364 0.061
C 0.561 -1.910 -0.335
N -2.373 0.607 -0.870
H 3.032 2.288 -0.263
H -0.840 1.068 2.035
H -1.085 -0.548 1.682
H -0.356 -1.980 -0.936
H 0.453 -2.175 0.768
H 1.398 -1.935 -1.056
H -2.080 0.654 -1.870
*
```

Atom charges from the Löwdin analysis, given in e for atoms 1 to 5: C 0.111; C -0.110; C -0.366; C -0.040; C -0.212


[7]
C6H7N | wB97M-V/def2-TZVPD

```
! RIJCOSX wB97M-V def2-TZVPD def2/J DEFGRID3
* xyz 0 1
C -1.404 0.750 1.934
C -0.066 -1.336 -1.062
C 1.706 0.503 -0.217
C -0.459 0.076 -1.507
C 0.845 -0.217 -0.850
C -1.006 0.897 -0.500
N -1.195 0.777 0.669
H -0.859 1.279 2.648
H -2.398 0.514 2.138
H -0.587 -1.569 -0.256
H 0.211 -2.221 -1.723
H 2.686 0.085 0.209
H 1.932 1.497 -0.443
H -0.441 0.432 -2.539
*
```

Atom charges from the Löwdin analysis, given in e for atoms 1 to 5: C -0.016; C -0.015; C 0.047; C -0.206; C -0.274


[8]
C6H7N | wB97M-V/def2-TZVPD

```
! RIJCOSX wB97M-V def2-TZVPD def2/J DEFGRID3
* xyz 0 1
C 0.170 1.664 0.815
C -1.343 -0.381 0.177
C -0.734 -0.389 -1.139
C 0.024 -1.576 -0.496
C 0.714 -0.278 -0.837
N 0.782 0.153 0.585
C -0.199 -0.910 0.878
H -0.710 2.087 0.287
H 1.038 2.230 0.495
H 0.026 1.794 1.891
H -1.185 -0.366 -2.122
H 0.148 -2.590 -0.856
H 1.512 -0.078 -1.547
H -0.243 -1.358 1.868
*
```

Atom charges from the Löwdin analysis, given in e for atoms 1 to 5: C -0.030; C 0.060; C -0.184; C -0.049; C -0.201


[9]
C6H7N | wB97M-V/def2-TZVPD

Calculated values
SMILES = [H]/N=C1\[C@@]2(C)[C@@H]3C[C@@]132

```
! RIJCOSX wB97M-V def2-TZVPD def2/J DEFGRID3
* xyz 0 1
H -2.675 -1.374 -0.636
N -2.535 -0.513 -0.113
C -1.391 -0.072 0.103
C 0.069 -0.423 -0.075
C 1.021 -1.464 0.269
C 0.432 0.864 -0.862
C 0.446 1.885 0.323
C -0.379 0.718 0.782
H 1.076 -2.391 -0.296
H 0.711 -1.928 1.185
H 1.952 -1.125 0.190
H -0.298 0.979 -1.747
H 1.465 1.950 0.915
H 0.108 2.895 -0.037
*
```

Atom charges from the Löwdin analysis, given in e for atoms 1 to 5: H 0.055; N 0.125; C -0.315; C -0.345; C -0.031


[10]
C6H7N | wB97M-V/def2-TZVPD

```
! RIJCOSX wB97M-V def2-TZVPD def2/J DEFGRID3
* xyz 0 1
N 3.140 -1.827 -0.352
C 2.135 -1.302 -0.128
C 0.865 -0.640 0.177
C -0.039 -0.378 -1.040
C -1.249 0.433 -0.645
C -1.290 1.205 0.455
C -0.246 1.512 1.389
H 0.326 -1.251 0.909
H 0.530 0.149 -1.817
H -0.351 -1.334 -1.476
H -2.152 0.315 -1.238
H -2.242 1.681 0.722
H 1.104 0.328 0.664
H -0.533 1.108 2.380
*
```

Atom charges from the Löwdin analysis, given in e for atoms 1 to 5: N 0.140; C -0.216; C -0.201; C -0.186; C -0.120


[11]
C6H7N | wB97M-V/def2-TZVPD

```
! RIJCOSX wB97M-V def2-TZVPD def2/J DEFGRID3
* xyz 0 1
N 0.454 -1.089 -2.223
C 1.505 -1.028 -2.740
C 0.489 -0.700 0.753
C -0.840 -0.822 0.570
C -1.424 0.516 0.376
C -0.449 1.437 0.467
C 0.862 0.752 0.725
H 1.211 -1.502 0.855
H -0.286 -1.064 -1.541
H -1.397 -1.754 0.536
H -2.475 0.708 0.189
H -0.563 2.513 0.392
H 1.614 0.977 -0.046
H 1.300 1.058 1.686
*
```

Atom charges from the Löwdin analysis, given in e for atoms 1 to 5: N 0.042; C -0.076; C -0.125; C -0.143; C -0.103


[12]
C6H7N | wB97M-V/def2-TZVPD

```
! RIJCOSX wB97M-V def2-TZVPD def2/J DEFGRID3
* xyz 0 1
C -0.317 1.428 -1.055
C 1.179 1.427 -0.450
C 0.429 -0.084 1.315
C 1.472 0.616 0.853
C -0.522 -0.447 0.270
C -0.968 -1.868 0.132
N -0.959 0.410 -0.623
H -0.779 2.283 -1.503
H 1.879 1.052 -1.204
H 1.432 2.473 -0.274
H 0.427 -0.630 2.244
H -1.112 -2.110 -0.917
H -1.920 -2.003 0.646
H -0.240 -2.547 0.566
*
```

Atom charges from the Löwdin analysis, given in e for atoms 1 to 5: C -0.038; C -0.195; C -0.157; C 0.022; C -0.312


Across the entries above, energy above the lowest of the compared OMol25 structures with the same formula, charge and spin takes the values 10.1959 1.0192 8.8110 4.8718 0.0595 7.4688 5.9315 7.0721 6.9412 4.9709 2.4668 4.2694 eV, respectively.
Across the entries above, calculated total energy takes the values -7815.45135 -7824.62809 -7816.83629 -7820.77550 -7825.58773 -7818.17850 -7819.71576 -7818.57518 -7818.70608 -7820.67634 -7823.18048 -7821.37791 eV, respectively.